No. 1
50
Properties=species:S:1:pos:R:3:forces:R:3 method="wB97M-V/def2-TZVPD" total_energy_ev=-112751.0352 e_homo_ev=-7.41 orbital_gap_ev=5.86 lumo_energy_ha=-0.0570
H 4.73706 -1.77537 0.99673 -0.2000 0.7481 0.9913
H -3.74457 1.69821 1.29425 0.9035 -0.8895 -0.1460
C -2.92846 0.91405 1.14654 -1.3963 0.7669 -0.7626
H 0.34935 0.94012 -4.21703 0.7306 -0.2605 0.8287
C -2.15023 1.37608 -0.16411 -0.4815 0.9349 1.1892
H 1.08853 -2.42543 -2.51832 -0.2111 0.6932 1.0339
H 5.21479 -0.80607 2.53898 -0.7237 -0.5922 -0.8159
H -0.05619 2.19421 -1.04059 0.0175 0.6578 -0.4651
H 1.83765 -1.61383 -1.07151 -1.0125 -0.3524 -0.2010
C 4.39095 -1.32403 1.96626 -1.0735 -0.0689 0.6588
H 2.69144 -0.13862 2.79219 0.3876 -0.1277 -1.0364
H -1.46578 -1.29488 -3.84077 -0.1561 0.4970 1.1574
C -4.27338 -2.35359 -0.24668 -0.4044 -0.0603 -0.7055
C 2.21261 1.81820 0.55900 -0.6345 -2.2534 -0.4446
H -5.28342 -2.37922 -0.76847 1.1004 -0.1742 0.7341
H 1.36556 1.51651 -2.77014 -0.4118 -0.7125 -0.7577
H 0.23921 -2.61537 -0.94428 0.8815 0.9259 -0.3346
H 1.80950 -0.04426 -3.57754 -1.1206 0.7943 0.0995
C 3.11310 -0.37311 1.76995 0.8696 -0.5222 0.0939
H -2.26749 -1.74996 -2.29856 0.5021 1.3145 -0.3676
H 2.65939 2.61119 -0.16348 -0.5564 -0.6646 1.0522
H 1.32717 2.03405 2.71648 -0.3916 -0.0976 -1.2602
C 0.93041 0.62308 -3.30601 0.3400 0.0555 0.2591
C -0.36454 -0.57291 0.94840 0.2887 0.6840 2.0986
O -0.21279 2.14910 1.14544 3.0523 -0.1477 1.4846
H -4.71649 -0.37653 1.51508 1.0342 -0.0039 -0.6546
H -2.70236 1.10663 -1.10116 0.6057 -0.1715 0.9000
H -3.13217 -1.22387 1.68302 -0.4839 0.7670 -0.8846
Br 4.57482 0.61434 -0.56805 -0.4077 0.4256 0.6592
Si -0.16100 -0.28871 -1.98635 1.2850 -1.3398 -1.1478
C -1.74885 -0.88295 -2.81399 -0.8456 -0.5146 -1.2576
H -4.37269 -2.73728 0.81349 0.1160 0.4399 -1.2092
H 2.34994 -0.99658 1.23508 0.5849 1.0771 0.2584
C -0.26545 -1.20591 1.99650 -0.2494 -0.4165 -0.1728
C 0.85397 -1.87825 -1.54411 -0.1606 -0.7289 -0.8232
P -0.27602 0.99406 -0.18221 -1.4875 -0.1774 -0.9161
C 1.12784 2.36259 1.65293 0.1707 1.1533 -0.7759
C -3.68495 -0.46859 1.03414 0.3308 -0.1917 1.5908
O -3.81127 -0.98271 -0.29670 0.0345 -0.6676 1.0877
H -0.23012 -1.83948 2.91446 -0.0291 0.8990 -1.4955
H -2.47569 -0.04121 -3.04000 0.6508 -1.0636 0.4648
O 1.48238 0.86366 -0.19971 0.4857 1.3136 1.0591
C 3.46603 0.98908 1.06274 -0.3817 0.2142 0.8928
H -2.18960 2.51506 -0.12407 0.1448 -1.3524 -0.1192
H 4.01414 -2.18957 2.59815 0.5927 0.9652 -0.6263
H 1.27076 3.50151 1.68609 -0.0589 -1.0539 0.5488
H -2.30924 0.97929 2.08924 -0.4541 -0.3638 -1.2681
H 4.09370 1.61567 1.76469 -0.4064 -0.6780 -0.9303
H -3.56429 -3.02547 -0.82848 -0.7361 0.8381 0.7533
Na 1.18675 4.18707 -0.30750 -0.6347 -0.5177 -0.3176

***

No. 2
14
Properties=species:S:1:pos:R:3:forces:R:3 method="wB97M-V/def2-TZVPD" total_energy_ev=-8835.5347 smiles=Cn1cccc1O e_homo_ev=-7.68 orbital_gap_ev=8.48 lumo_energy_ha=0.0294
C 0.73190 1.13731 -1.33019 0.0447 -0.0209 -0.0386
N 0.15463 -0.52094 0.04588 -0.0658 0.2307 -0.0092
O -1.89997 0.16139 0.90083 -0.0920 0.1700 -0.0079
C 1.13194 -0.06427 -0.82128 0.0848 0.0314 -0.0361
C -0.84278 0.41016 0.08313 0.2504 0.0129 -0.1175
H 1.27505 1.73541 -2.04994 -0.1036 -0.1292 0.0864
H -2.54517 0.86679 0.77038 0.0806 -0.1307 0.0651
H 2.01425 -0.66181 -1.00464 -0.1081 0.1319 0.0560
C -0.53750 1.45377 -0.75205 -0.0732 0.0007 0.0196
H -0.56989 -2.00126 1.33701 0.0927 0.0480 -0.0613
H 1.05843 -2.27910 0.67382 -0.1024 0.0504 0.0333
H 0.81530 -1.07349 1.95711 -0.0556 -0.0933 -0.0438
H -1.13900 2.33572 -0.93227 0.0549 -0.1839 0.0094
C 0.37236 -1.52553 1.06374 -0.0075 -0.1180 0.0446

***

No. 3
53
Properties=species:S:1:pos:R:3:forces:R:3 method="wB97M-V/def2-TZVPD" total_energy_ev=-106985.4770 s_squared=1.0139 multiplicity=2 e_homo_ev="-4.71 / -4.78" orbital_gap_ev="7.29 / 7.56" total_charge=-1 lumo_energy_ha="0.0948 / 0.1021"
Fe 0.29095 -0.56308 -0.01752 -0.0440 0.9358 -1.1513
C 1.79176 1.52022 -1.66194 0.5558 0.0528 0.2037
C -2.37264 -1.94073 -3.68127 -0.0382 0.0076 -0.0248
C -1.34139 -3.86332 -1.97885 0.1085 -0.1047 -0.0219
H -5.43497 -2.25591 0.46382 -0.0067 0.0133 0.0198
H -0.38691 -0.64134 4.91335 0.0197 -0.0014 -0.0247
H -2.69437 -5.21006 -2.92583 0.0053 0.0051 0.0238
C 1.95010 -0.49503 2.59808 0.1309 -0.1759 -0.0589
H -3.65809 -3.48399 -4.43693 -0.0099 0.0075 0.0029
C -6.11592 1.05481 0.70112 0.0086 -0.0249 0.0512
C -5.26231 -1.18587 0.52020 -0.0029 0.0198 0.0254
O 0.04059 -2.25128 -0.97660 0.6190 -0.3899 0.5839
C -2.32892 -4.19003 -2.88123 -0.0242 0.0932 -0.0510
C 1.61776 -0.41665 3.94711 -0.0763 -0.1104 -0.0506
H -2.76202 -1.17510 -4.34549 0.0385 -0.0072 0.0045
C -3.74116 0.67092 0.54272 -0.0210 -0.0133 -0.0827
C -4.81601 1.54165 0.66425 -0.0280 -0.0359 -0.0610
H -6.95312 1.73601 0.79446 0.0085 0.0018 -0.0021
H -1.08497 0.41132 -3.61974 0.1591 -0.0711 -0.1203
N -1.54151 -1.21737 0.90059 0.0636 0.2453 -0.6895
H 3.02334 2.99526 -1.09759 -0.0801 0.0460 0.0609
C -2.80149 -1.66478 0.31110 -0.1236 0.2842 0.1891
H -4.63277 2.60773 0.72656 0.0054 -0.0141 -0.0021
N 0.79373 1.26578 -2.42433 -0.2530 -0.1396 -0.1033
H -0.78680 4.05527 1.93702 -0.0137 0.0385 0.0010
C -0.76857 -0.27731 -2.83700 -0.0567 -0.1685 -0.2707
C -2.87485 -3.22361 -3.73793 0.0578 -0.0721 0.0904
S 2.32779 0.49062 -0.35615 -0.3166 -0.3146 -0.0411
N 2.55104 2.63839 -1.91085 0.0974 -0.1918 -0.1598
H -7.34769 -0.70527 0.65955 0.0047 0.0042 0.0061
C -0.25235 2.50096 0.54795 -0.1450 -0.0972 -0.2862
O -0.59088 1.31279 0.23604 0.2237 -0.0823 0.6140
C -1.45816 -1.12778 2.17028 -0.1186 -0.1318 0.1813
C -0.18992 -0.86381 2.73102 0.0971 -0.0547 0.3307
O 0.23962 3.37171 -0.15579 0.0373 -0.0397 -0.0371
N 0.86262 -0.79184 1.85744 -0.2904 0.1378 -0.2066
C -3.95784 -0.70165 0.47832 0.0107 0.0163 0.0310
N 0.18729 0.07950 -2.07068 -0.5908 0.3758 0.7158
H -0.92302 -4.60278 -1.30620 -0.0307 0.0131 -0.0045
H 2.91594 -0.34936 2.13966 -0.0211 -0.0060 0.0231
H 2.04470 3.34110 -2.42645 -0.0573 0.0410 0.0369
H -2.72546 1.04709 0.49559 -0.0882 -0.0499 0.0033
C -0.84254 -2.54299 -1.87971 0.2264 -0.1243 0.1316
Cl 0.96188 2.87775 2.94043 -0.0633 -0.0181 -0.0213
H -2.64446 -1.81979 -0.74833 -0.0409 -0.0231 -0.0720
H -3.07517 -2.63703 0.73106 0.0064 -0.0317 -0.0062
C -0.53834 3.00416 1.98613 0.0529 -0.0916 0.1652
H 2.29777 -0.19870 4.75586 -0.0068 -0.0120 -0.0155
Cl -1.88160 2.19282 2.82163 0.0386 0.1052 0.0397
C -6.33754 -0.31449 0.62900 0.0303 -0.0061 -0.0379
H -2.32173 -1.27393 2.82265 -0.0252 -0.0785 -0.0670
C -1.35811 -1.59195 -2.78458 -0.1894 0.2050 -0.0310
C 0.23555 -0.65190 4.03088 0.1565 0.0332 0.1658

***

No. 4
12
Properties=species:S:1:pos:R:3:forces:R:3 method="wB97M-V/def2-TZVPD" total_energy_ev=-11283.4336 e_homo_ev=-8.88 orbital_gap_ev=9.38 lumo_energy_ha=0.0181
C -0.27052 -0.87027 1.02389 -0.9867 1.8627 0.4469
C -0.61399 0.97968 1.56047 0.8901 2.0082 -0.5480
H 0.21466 1.57557 1.98970 -0.1839 -0.4018 -0.3095
H -1.50672 1.60552 1.68695 -0.1140 -0.6009 -0.4091
H 1.19437 -0.55894 -2.77146 -0.9158 1.3496 0.9886
N 0.12545 -1.96071 0.55577 0.9325 -2.7764 0.0085
C -0.24847 0.27291 0.21123 1.0422 -0.4037 -0.6161
N 0.82320 0.21360 -2.15305 -2.3103 1.4979 -1.9332
C 0.39843 -0.23152 -0.91474 -0.9648 -0.5297 0.5618
O -0.68619 -0.29028 2.21118 -0.0389 -1.3275 -0.1369
O 0.54685 -1.62091 -0.74599 -0.4221 1.9224 0.3040
H 0.02294 0.88536 -2.65395 3.0716 -2.6008 1.6431

***

No. 5
21
Properties=species:S:1:pos:R:3:forces:R:3 method="wB97M-V/def2-TZVPD" total_energy_ev=-10977.8546 e_homo_ev=-8.97 orbital_gap_ev=9.75 lumo_energy_ha=0.0286
H -3.10796 0.55138 1.57120 0.1285 -0.0113 -0.0384
H 1.49834 -0.42347 1.43408 -1.3736 0.8003 -0.0354
H 1.57333 -1.44402 0.06692 0.3856 -0.0967 -0.1070
H -3.07758 -0.37545 0.07544 0.0219 -0.0023 0.0665
H -0.35890 1.23394 1.97777 0.3135 0.3806 -0.4346
H 3.53856 0.07198 0.06948 -0.1207 -0.0816 -0.0909
N -0.29100 1.25817 0.96580 -1.8186 0.1721 -0.6494
C -1.52284 1.06158 0.24921 0.5723 1.8358 1.5783
C -2.44888 0.04410 0.86070 0.0908 -0.3389 -0.3196
H 2.48946 0.45386 -1.34252 0.1113 -0.1013 0.1128
H -1.35557 -1.38512 -1.72500 0.2481 0.3128 -0.0371
H 0.28613 1.90588 0.43576 -0.1659 0.2180 0.9483
H -0.14495 -2.28422 -0.81959 -0.1168 0.2124 -0.0985
O -1.87834 1.85902 -0.59346 0.2611 -0.8908 -0.1999
C 1.47362 -0.39789 0.34703 -0.3034 -2.0674 -3.4617
H 2.49793 1.47250 0.10414 0.0013 0.0201 -0.0998
C 2.55887 0.44253 -0.25607 -0.1717 0.4494 0.2728
C -0.28099 -1.41178 -1.49020 0.6272 -1.0933 0.3384
H -1.90022 -0.75274 1.36251 -0.0736 0.0136 0.0162
H 0.30176 -1.65340 -2.39069 -0.2315 0.0790 -0.1155
O 0.14923 -0.22684 -0.90252 1.6142 0.1892 2.3547

***

No. 6
47
Properties=species:S:1:pos:R:3:forces:R:3 method="wB97M-V/def2-TZVPD" total_energy_ev=-52532.9806 s_squared=2.0069 multiplicity=3 e_homo_ev="-18.68 / -18.88" orbital_gap_ev="7.79 / 8.50" total_charge=+3 lumo_energy_ha="-0.4001 / -0.3813"
H -4.25784 0.88485 3.58673 0.0012 -0.0096 -0.0095
H 3.37863 1.62433 0.21998 0.0040 0.0026 -0.0090
O -0.20246 -1.55603 2.40007 0.0125 -0.1326 0.2315
C -0.58443 -2.88893 -1.06604 0.0345 -0.0660 -0.2050
H 4.15019 -0.43458 -0.35376 -0.0163 0.0213 0.0111
H 3.21504 -1.87341 0.07501 -0.0138 0.0121 0.0216
C 1.09166 -3.31659 0.27444 -0.1305 -0.0035 0.1237
C -3.16958 0.93392 3.61116 -0.0260 0.0102 -0.0075
H 1.25148 3.14469 -0.21947 0.1086 -0.0663 -0.1463
H -2.85920 1.20129 4.62301 0.0070 0.0038 -0.0025
O -0.20534 0.79626 2.42223 -0.0101 -0.1916 -0.0204
P -2.98444 -0.92525 1.49554 -0.2149 -0.0506 0.1416
C 3.19524 -0.93979 -0.46819 0.0300 -0.1400 0.0379
O 0.10114 1.39896 -0.15578 0.1267 -0.0778 -0.0771
H -3.25282 -1.24602 4.90320 -0.0025 0.0157 -0.0156
O -3.05666 -1.50650 3.99038 0.0261 -0.0676 0.0314
O -1.87058 -0.48194 0.56065 0.1103 -0.1045 -0.1338
H -0.83561 2.98665 -1.10968 0.0765 -0.0452 -0.0028
O -3.11988 -2.47507 1.49281 -0.0400 0.0646 -0.0308
P -0.73877 -0.37140 3.27040 -0.0532 -0.0409 0.0727
O 2.15558 -0.07314 0.12772 0.0492 0.2803 0.0007
H 2.53755 1.34760 -1.33954 0.0153 -0.0137 0.0107
H -1.87061 1.58467 -0.74499 0.0277 -0.0190 0.0116
H 2.95172 -1.09341 -1.51676 0.0020 0.0103 0.0050
H -0.60766 -6.02368 -2.02005 0.0341 0.0353 -0.0022
N 0.34782 -2.28179 -0.30645 -0.1581 0.0199 0.4348
H -2.84159 1.72096 2.93221 0.0012 0.0135 0.0140
C 0.58731 -4.49692 -0.13857 0.0579 0.0383 -0.1932
H -1.36763 2.69362 0.57517 0.0373 -0.0355 0.0111
H -2.05000 -5.55915 -1.09608 0.0251 0.0152 0.0239
C 2.44437 1.32842 -0.25379 -0.0973 0.0561 -0.0164
H 0.49369 -0.34156 5.13914 0.0271 -0.0191 -0.0043
W 0.17360 -0.47448 0.74020 0.1840 0.2928 -0.5304
N -0.44823 -4.20231 -1.00765 0.0863 0.2092 0.0912
O -4.26451 -0.23524 0.96030 0.0784 0.0269 0.1195
H -1.31453 -2.38435 -1.67829 -0.0269 -0.0055 0.0187
H 1.28991 2.26650 1.31900 -0.0777 0.0209 -0.0167
H -5.14684 -0.60247 1.12757 -0.0351 -0.0250 -0.0291
H -1.66378 -4.74135 -2.62914 0.0149 0.0364 0.0183
H -3.35648 -2.88658 2.34483 0.0195 -0.0145 0.0268
H 1.88043 -3.12442 0.98012 -0.0111 -0.1162 0.0342
C -1.24756 -5.19374 -1.73342 -0.1738 -0.1756 -0.1080
C -1.08669 2.23101 -0.36927 -0.2787 0.1549 -0.0516
O -0.39984 -0.42194 4.76814 -0.0412 0.0597 -0.0076
H 0.87138 -5.51195 0.08233 0.0394 0.0031 -0.0088
C 1.29070 2.15591 0.23384 0.1049 0.0241 0.1596
C -2.57947 -0.41975 3.22756 0.0657 -0.0071 -0.0229